[1]
Below is C29H38MgN4OP2 as an isolated structure, with properties calculated with ωB97M-V/def2-TZVPD.

**Frontier orbital gap (alpha / beta)**: 6.978 / 3.541 eV
**Energy relative to the best compared isomer or geometry (same formula, charge and spin)**: 0.0 kcal/mol
**Spin multiplicity**: 1
**HOMO level (alpha / beta)**: -0.2727 / -0.1783 hartree

Last column: Löwdin charge in e.
Element x y z (Å)
1 Mg 0.012 0.840 3.078  0.452
2 C -1.940 1.870 -4.663  -0.112
3 C -2.030 0.597 -4.257  -0.130
4 C -1.251 -0.563 -4.779  -0.186
5 C 0.198 -0.280 -5.241  -0.196
6 C 0.992 0.598 -4.311  -0.115
7 C 1.048 1.933 -4.351  -0.110
8 C 0.354 2.803 -5.363  -0.188
9 C -1.080 2.385 -5.776  -0.198
10 C 1.519 0.790 4.546  -0.290
11 H -2.569 2.641 -4.206  0.099
12 H -2.808 0.309 -3.548  0.086
13 H -1.808 -1.007 -5.624  0.120
14 H -1.218 -1.336 -3.994  0.103
15 H 0.707 -1.258 -5.298  0.110
16 H 0.177 0.139 -6.255  0.099
17 H 1.600 0.046 -3.584  0.095
18 H 1.721 2.473 -3.677  0.102
19 H 0.964 2.860 -6.283  0.118
20 H 0.304 3.828 -4.963  0.107
21 H -1.566 3.291 -6.179  0.111
22 H -1.027 1.654 -6.595  0.100
23 H 1.132 1.319 5.428  -0.044
24 H 2.400 1.319 4.151  -0.048
25 H 1.788 -0.250 4.809  -0.028
26 P 1.742 -0.350 1.525  0.974
27 P -1.324 -0.709 1.558  0.958
28 N 2.821 0.870 0.862  -0.252
29 N 2.970 -1.612 1.890  -0.220
30 N -2.232 0.490 0.599  -0.226
31 N -2.699 -1.748 1.876  -0.241
32 C 1.006 -1.037 0.003  -0.373
33 C -0.413 -1.612 0.254  -0.362
34 C 2.824 2.208 1.281  -0.145
35 C 3.798 2.888 0.572  -0.092
36 C 4.412 1.952 -0.325  -0.089
37 C 3.790 0.726 -0.132  -0.130
38 C 3.867 -1.526 2.968  -0.131
39 C 4.564 -2.727 3.072  -0.090
40 C 4.081 -3.590 2.034  -0.096
41 C 3.093 -2.895 1.350  -0.151
42 C -2.404 1.835 0.981  -0.139
43 C -2.705 2.577 -0.149  -0.072
44 C -2.746 1.677 -1.256  -0.073
45 C -2.498 0.405 -0.764  -0.162
46 C -3.813 -1.946 1.052  -0.119
47 C -4.697 -2.786 1.705  -0.086
48 C -4.094 -3.166 2.949  -0.092
49 C -2.856 -2.549 3.017  -0.139
50 H 1.647 -1.815 -0.435  0.062
51 H 0.958 -0.227 -0.747  0.090
52 H -0.979 -1.626 -0.687  0.063
53 H -0.360 -2.659 0.604  0.093
54 H 2.142 2.545 2.051  0.077
55 H 4.045 3.933 0.684  0.091
56 H 5.216 2.156 -1.015  0.090
57 H 3.940 -0.232 -0.608  0.107
58 H 3.915 -0.634 3.571  0.094
59 H 5.333 -2.964 3.791  0.089
60 H 4.413 -4.589 1.802  0.088
61 H 2.467 -3.215 0.534  0.085
62 H -2.368 2.133 2.020  0.079
63 H -2.868 3.641 -0.213  0.095
64 H -2.888 1.926 -2.294  0.052
65 H -2.517 -0.558 -1.257  0.088
66 H -3.861 -1.467 0.090  0.085
67 H -5.660 -3.085 1.323  0.091
68 H -4.533 -3.809 3.695  0.090
69 H -2.066 -2.613 3.753  0.091
70 C -1.548 -0.470 5.918  -0.059
71 C -1.598 0.245 4.644  -0.393
72 O -2.417 0.972 4.120  -0.016
73 H -1.473 -1.543 5.700  0.079
74 H -2.425 -0.262 6.553  0.096
75 H -0.618 -0.157 6.410  0.083

[2]
Below is C47H46CoFN10O6 as an isolated structure, with properties calculated with ωB97M-V/def2-TZVPD.

**Total charge**: -1
**Frontier orbital gap (alpha / beta)**: 6.332 / 6.393 eV
**Energy relative to the best compared isomer or geometry (same formula, charge and spin)**: 12.8 kcal/mol
**Spin multiplicity**: 2
**HOMO level (alpha / beta)**: -0.1577 / -0.1600 hartree
**<S²>**: 0.756

Last column: Mulliken spin population.
Element x y z (Å)
1 Co -0.681 -0.556 -0.135  0.701
2 O -1.693 1.018 -0.046  0.043
3 C -2.214 1.551 1.009  0.015
4 C -3.150 2.610 0.858  -0.001
5 C -3.659 3.291 1.938  -0.002
6 C -3.282 2.959 3.244  0.002
7 C -2.405 1.912 3.425  0.001
8 C -1.872 1.189 2.349  -0.018
9 C -1.018 0.067 2.641  0.007
10 N -0.506 -0.700 1.738  0.060
11 N 0.209 -1.810 2.168  0.014
12 C 0.549 -2.511 1.110  0.033
13 O 0.353 -2.152 -0.100  -0.008
14 C 1.190 -3.834 1.346  -0.003
15 C 1.799 -4.147 2.558  -0.001
16 C 2.353 -5.400 2.757  0.000
17 C 2.283 -6.361 1.757  0.000
18 C 1.663 -6.057 0.553  0.001
19 C 1.131 -4.796 0.342  -0.002
20 H -3.432 2.872 -0.152  0.000
21 H -4.367 4.094 1.773  0.000
22 H -3.679 3.503 4.089  0.000
23 H -2.113 1.622 4.428  0.000
24 H -0.830 -0.190 3.683  -0.001
25 H 1.811 -3.401 3.341  0.000
26 H 2.838 -5.632 3.696  0.000
27 H 2.715 -7.341 1.913  0.000
28 H 1.590 -6.809 -0.222  0.000
29 H 0.637 -4.537 -0.584  -0.001
30 C -2.777 -3.840 -6.522  0.000
31 C -3.385 -2.461 -6.280  0.000
32 C -3.379 -1.575 -7.519  0.000
33 C -1.955 -1.236 -7.939  0.000
34 C -1.157 -0.728 -6.767  0.000
35 C -0.025 0.045 -6.965  -0.001
36 C 0.694 0.520 -5.874  0.000
37 F 1.794 1.279 -6.117  0.000
38 C 0.320 0.253 -4.586  0.000
39 C -0.821 -0.533 -4.359  -0.001
40 C -1.206 -0.837 -2.967  -0.003
41 O -0.467 -0.375 -2.053  0.041
42 C -2.384 -1.635 -2.796  0.001
43 C -3.034 -2.054 -3.915  0.000
44 N -2.683 -1.781 -5.194  -0.002
45 C -1.556 -1.021 -5.448  0.001
46 C -3.003 -2.107 -1.457  0.018
47 O -4.019 -2.800 -1.576  0.000
48 O -2.434 -1.763 -0.396  0.043
49 H -3.318 -4.360 -7.314  0.000
50 H -2.834 -4.438 -5.614  0.000
51 H -1.729 -3.764 -6.806  0.000
52 H -4.417 -2.588 -5.943  0.000
53 H -3.922 -0.654 -7.294  0.000
54 H -3.910 -2.086 -8.325  0.000
55 H -1.965 -0.476 -8.723  0.000
56 H -1.470 -2.118 -8.367  0.000
57 H 0.302 0.291 -7.966  0.000
58 H 0.875 0.633 -3.740  -0.001
59 H -3.917 -2.665 -3.770  0.000
60 C 2.107 2.932 -1.241  0.005
61 N 1.070 2.664 -0.254  0.008
62 C -0.027 3.602 -0.479  0.008
63 N 0.416 5.002 -0.393  0.000
64 C 1.476 5.209 -1.371  0.000
65 N 2.613 4.310 -1.169  0.000
66 C 3.119 4.523 0.188  0.000
67 N 2.104 4.299 1.215  0.000
68 C 1.618 2.918 1.071  0.000
69 C 0.980 5.198 0.941  0.000
70 H 1.697 2.761 -2.239  0.001
71 H 2.944 2.252 -1.077  -0.002
72 H -0.798 3.442 0.271  -0.003
73 H -0.455 3.415 -1.465  0.000
74 H 1.828 6.243 -1.306  0.000
75 H 1.069 5.038 -2.371  0.000
76 H 3.483 5.551 0.269  0.000
77 H 3.953 3.839 0.361  0.000
78 H 0.842 2.730 1.816  0.000
79 H 2.454 2.238 1.247  -0.001
80 H 1.326 6.232 1.033  0.000
81 H 0.197 5.017 1.681  0.000
82 C 5.425 -6.090 -1.502  0.000
83 C 5.912 -4.983 -0.610  0.000
84 C 5.050 -4.352 0.278  0.000
85 C 5.477 -3.321 1.098  0.000
86 C 6.789 -2.866 1.015  0.000
87 N 7.289 -1.806 1.795  0.000
88 C 6.641 -0.918 2.625  0.000
89 O 7.192 -0.493 3.627  0.000
90 N 5.375 -0.516 2.295  0.000
91 C 4.692 -0.501 1.067  0.001
92 C 5.317 -0.541 -0.173  0.000
93 C 4.524 -0.550 -1.309  -0.001
94 C 3.147 -0.480 -1.172  0.007
95 N 2.553 -0.369 0.010  0.044
96 C 3.302 -0.396 1.096  0.004
97 C 7.666 -3.498 0.140  0.000
98 C 7.233 -4.549 -0.651  0.000
99 H 4.674 -6.695 -0.997  0.000
100 H 6.245 -6.740 -1.804  0.000
101 H 4.967 -5.688 -2.407  0.000
102 H 4.017 -4.674 0.348  0.000
103 H 4.782 -2.884 1.800  0.000
104 H 8.266 -1.877 2.046  0.000
105 H 4.937 -0.012 3.053  0.000
106 H 6.395 -0.569 -0.249  0.000
107 H 4.975 -0.595 -2.290  0.000
108 H 2.487 -0.500 -2.030  -0.006
109 H 2.778 -0.328 2.045  -0.002
110 H 8.693 -3.160 0.078  0.000
111 H 7.936 -5.034 -1.315  0.000

[3]
Below is C20H28F3MoO2 as an isolated structure, with properties calculated with ωB97M-V/def2-TZVPD.

**Total charge**: +1
**Frontier orbital gap (alpha / beta)**: 6.364 / 7.281 eV
**Energy relative to the best compared isomer or geometry (same formula, charge and spin)**: 41.8 kcal/mol
**Spin multiplicity**: 3
**HOMO level (alpha / beta)**: -0.4282 / -0.4536 hartree
**<S²>**: 2.065

Last column: Mulliken spin population.
Element x y z (Å)
1 O 1.438 1.261 -0.453  -0.042
2 C 2.790 1.026 -1.068  0.008
3 C 2.748 2.317 -1.877  -0.001
4 H 2.818 0.140 -1.725  -0.002
5 H 3.564 0.977 -0.282  0.002
6 C 1.594 2.657 -0.905  0.008
7 H 2.391 2.044 -2.894  0.000
8 H 3.605 3.002 -1.875  0.000
9 C 0.432 3.297 -1.620  0.002
10 H -0.063 2.617 -2.321  0.000
11 H 0.809 4.147 -2.212  0.000
12 H -0.282 3.702 -0.891  -0.001
13 C 2.068 3.472 0.297  -0.002
14 H 2.935 2.973 0.753  0.000
15 H 1.265 3.516 1.039  -0.001
16 H 2.355 4.495 0.025  0.000
17 Mo -1.043 -0.772 1.507  2.097
18 C -0.594 -2.181 3.781  0.033
19 C -0.258 -3.299 2.986  -0.041
20 C 0.744 -2.927 2.067  -0.007
21 H -0.664 -4.304 3.120  0.001
22 C 1.072 -1.540 2.275  0.126
23 C 0.260 -1.074 3.385  -0.131
24 H 0.495 -0.193 3.981  -0.008
25 H -1.211 -2.216 4.677  0.000
26 H 1.343 -3.606 1.458  0.000
27 H 1.872 -0.982 1.802  0.013
28 C -2.907 -0.241 2.539  0.042
29 C -1.922 0.743 2.904  -0.145
30 C -1.526 1.443 1.722  0.086
31 H -1.670 1.026 3.923  -0.007
32 C -2.277 0.914 0.612  0.113
33 C -3.157 -0.099 1.126  -0.082
34 H -3.873 -0.667 0.537  -0.004
35 H -3.450 -0.870 3.233  0.009
36 H -0.921 2.354 1.707  0.008
37 H -2.233 1.294 -0.406  0.002
38 O 0.068 0.451 -3.262  0.001
39 C -0.562 0.066 -2.030  -0.025
40 C 0.037 -1.315 -1.603  0.125
41 H -1.630 -0.044 -2.274  -0.016
42 H -0.458 0.866 -1.290  0.025
43 C 0.941 -1.698 -2.821  0.019
44 H -0.801 -2.022 -1.572  -0.017
45 H 0.525 -1.314 -0.617  -0.098
46 C 0.301 -0.857 -3.920  0.000
47 H 1.058 -2.771 -3.025  0.000
48 H 1.951 -1.296 -2.672  -0.001
49 H -0.710 -1.250 -4.182  0.000
50 H 0.897 -0.766 -4.845  0.001
51 F -3.473 -3.077 1.174  -0.012
52 C -2.335 -2.829 0.441  -0.069
53 F -2.758 -2.624 -0.863  -0.007
54 F -1.593 -3.966 0.428  -0.005

[4]
Below is a 11-piece molecular cluster, C54H58O2 overall, with properties calculated with ωB97M-V/def2-TZVPD.

**SMILES string**: c1ccccc1.c1ccccc1.c1ccccc1.c1ccccc1.c1ccccc1.c1ccccc1.c1ccccc1.c1ccccc1.c1ccccc1.O.O
**Frontier orbital gap**: 9.342 eV
**Spin multiplicity**: 1
**HOMO level**: -0.3341 hartree

Last column: Löwdin charge in e.
Element x y z (Å)
1 C 4.597 2.854 2.217  -0.075
2 C 5.948 2.566 2.226  -0.118
3 C 6.912 3.380 1.684  -0.078
4 C 6.449 4.521 0.971  -0.077
5 C 5.084 4.800 0.895  -0.124
6 C 4.173 4.023 1.551  -0.113
7 H 3.832 2.186 2.582  0.094
8 H 6.212 1.706 2.823  0.099
9 H 7.981 3.232 1.669  0.098
10 H 7.173 5.200 0.546  0.095
11 H 4.714 5.681 0.391  0.100
12 H 3.154 4.373 1.621  0.097
13 C 4.576 1.530 -2.806  -0.107
14 C 4.399 1.156 -4.111  -0.086
15 C 3.820 2.077 -5.004  -0.090
16 C 3.472 3.378 -4.626  -0.072
17 C 3.632 3.717 -3.242  -0.073
18 C 4.177 2.770 -2.390  -0.106
19 H 4.905 0.818 -2.063  0.085
20 H 4.490 0.098 -4.307  0.085
21 H 3.662 1.672 -5.993  0.092
22 H 2.928 4.079 -5.241  0.092
23 H 3.238 4.652 -2.870  0.094
24 H 4.261 2.992 -1.336  0.087
25 C 1.918 -3.608 -5.541  -0.113
26 C 2.119 -3.351 -4.240  -0.131
27 C 1.970 -4.311 -3.255  -0.064
28 C 1.631 -5.628 -3.662  -0.084
29 C 1.525 -5.896 -4.994  -0.105
30 C 1.543 -4.863 -5.898  -0.100
31 H 2.006 -2.804 -6.256  0.112
32 H 2.345 -2.340 -3.935  0.088
33 H 2.055 -4.096 -2.201  0.093
34 H 1.409 -6.425 -2.969  0.101
35 H 1.437 -6.942 -5.249  0.106
36 H 1.620 -5.046 -6.960  0.105
37 C -2.438 0.803 -1.176  -0.084
38 C -2.518 -0.153 -2.159  -0.114
39 C -3.597 -0.264 -2.969  -0.101
40 C -4.684 0.614 -2.818  -0.089
41 C -4.582 1.611 -1.875  -0.098
42 C -3.446 1.740 -1.053  -0.075
43 H -1.632 0.811 -0.458  0.077
44 H -1.722 -0.867 -2.308  0.102
45 H -3.629 -1.116 -3.632  0.101
46 H -5.541 0.482 -3.461  0.098
47 H -5.343 2.377 -1.898  0.100
48 H -3.392 2.674 -0.514  0.091
49 C 4.686 -1.750 -0.740  -0.086
50 C 4.770 -1.925 -2.120  -0.091
51 C 6.011 -1.689 -2.692  -0.109
52 C 7.126 -1.263 -1.964  -0.087
53 C 6.951 -0.992 -0.625  -0.114
54 C 5.758 -1.240 0.020  -0.075
55 H 3.780 -2.007 -0.211  0.082
56 H 3.947 -2.215 -2.757  0.066
57 H 6.145 -1.807 -3.757  0.101
58 H 8.089 -1.050 -2.405  0.103
59 H 7.850 -0.586 -0.185  0.101
60 H 5.769 -1.107 1.092  0.101
61 C -7.409 -0.247 3.022  -0.085
62 C -6.028 0.030 3.112  -0.103
63 C -5.190 -0.229 2.069  -0.096
64 C -5.770 -0.803 0.941  -0.109
65 C -7.094 -1.181 0.786  -0.067
66 C -7.915 -0.913 1.911  -0.090
67 H -7.978 -0.003 3.907  0.095
68 H -5.661 0.460 4.032  0.085
69 H -4.124 -0.060 2.037  0.089
70 H -5.012 -1.037 0.208  0.088
71 H -7.515 -1.560 -0.134  0.099
72 H -8.916 -1.318 1.891  0.094
73 C -2.891 -4.296 2.336  -0.072
74 C -2.930 -5.286 3.356  -0.081
75 C -3.984 -6.138 3.344  -0.138
76 C -4.972 -6.117 2.404  -0.100
77 C -4.915 -5.203 1.362  -0.080
78 C -3.814 -4.355 1.300  -0.103
79 H -2.087 -3.583 2.229  0.083
80 H -2.144 -5.342 4.096  0.100
81 H -4.057 -6.842 4.160  0.103
82 H -5.704 -6.900 2.537  0.102
83 H -5.629 -5.170 0.552  0.099
84 H -3.772 -3.547 0.585  0.090
85 C 1.191 1.232 0.811  -0.039
86 C 1.691 0.291 -0.097  -0.063
87 C 1.140 -0.989 -0.155  -0.093
88 C 0.101 -1.350 0.679  -0.074
89 C -0.489 -0.411 1.540  -0.128
90 C 0.068 0.831 1.613  -0.144
91 H 1.577 2.240 0.776  0.093
92 H 2.406 0.619 -0.838  0.093
93 H 1.555 -1.703 -0.851  0.086
94 H -0.321 -2.321 0.468  0.100
95 H -1.372 -0.639 2.118  0.100
96 H -0.503 1.453 2.286  0.106
97 C -3.274 6.470 2.925  -0.098
98 C -4.325 5.820 3.552  -0.112
99 C -4.441 4.447 3.509  -0.069
100 C -3.469 3.757 2.709  -0.082
101 C -2.503 4.425 1.990  -0.117
102 C -2.393 5.796 2.091  -0.091
103 H -3.287 7.550 2.939  0.099
104 H -5.000 6.374 4.187  0.099
105 H -5.143 3.919 4.138  0.095
106 H -3.537 2.684 2.600  0.083
107 H -1.800 3.838 1.419  0.091
108 H -1.621 6.340 1.568  0.102
109 O -2.774 -0.294 4.691  -0.050
110 H -3.500 0.117 5.159  0.024
111 H -2.002 -0.089 5.219  0.029
112 O 1.658 0.028 3.886  -0.048
113 H 1.002 0.044 4.583  0.026
114 H 1.149 -0.070 3.081  -0.029